1.
Here is a 2-piece molecular cluster, C7H10N2O overall from the OMol25 dataset. Energies are from the ωB97M-V functional and the def2-TZVPD basis.

Geometry as XYZ:
```
20
Properties=species:S:1:pos:R:3:mulliken_charge:R:1
C 4.31655 1.02768 -0.15392 -0.21
C 5.22421 0.07870 -0.02215 -0.20
C 4.85122 -1.29153 0.21570 -0.13
N 3.55944 -1.57070 0.14235 -0.54
C 2.68177 -0.57706 -0.11913 -0.05
C 2.92190 0.65202 -0.29994 -0.31
H 4.62813 2.06516 -0.20027 0.34
H 6.27631 0.45100 -0.10076 0.26
H 5.67413 -1.98828 0.36045 0.33
H 1.61986 -0.97269 -0.36568 0.25
H 2.10743 1.49006 -0.34973 0.25
C -5.95964 -0.08875 0.17350 -0.81
C -4.51309 -0.37718 -0.09551 0.58
N -3.64327 0.65566 0.15740 -0.36
O -4.11658 -1.45228 -0.48108 -0.60
H -6.51528 -0.52633 -0.64409 0.26
H -6.21724 0.97257 0.26977 0.31
H -6.27275 -0.61605 1.09442 0.23
H -2.65423 0.54278 -0.06889 0.21
H -3.96887 1.52523 0.48756 0.18
```

Computed properties:
**Highest occupied orbital energy**: -9.73 eV
**Kohn-Sham gap**: 10.40 eV
**Energy relative to the best compared isomer or geometry (same formula, charge and spin)**: 33.0 kcal per mole
**LUMO**: 0.02468 Eh
**Total energy**: -457.4561 a.u.


2.
Here is C3H6N2O3P as an isolated structure from the OMol25 dataset. Energies are from the ωB97M-V functional and the def2-TZVPD basis.

Geometry as XYZ:
```
15
Properties=species:S:1:pos:R:3:mulliken_charge:R:1
C -0.37319 -0.60440 -1.05663 0.22
C -0.37674 0.65939 0.84711 -0.55
C 1.19948 -0.32301 0.37069 -0.61
N 0.99268 -0.05954 -0.98331 -0.52
N -1.22909 0.16979 -0.13972 -0.56
O -0.36970 -1.87322 -0.58019 -0.48
O 1.67757 -3.02742 0.42777 -0.82
O -0.02200 -2.19565 2.10521 -0.74
P 0.65905 -2.00419 0.80340 0.90
H -0.97452 -0.58163 -2.14507 0.22
H -0.61811 0.36152 1.85006 0.36
H -0.08868 1.58139 0.59506 0.37
H 2.06578 0.11525 0.77417 0.56
H 1.63727 -0.43864 -1.78142 0.29
H -1.89914 -0.49246 0.24594 0.35
```

Computed properties:
**Total charge**: -1
**Highest occupied orbital energy**: -4.08 eV
**Kohn-Sham gap**: 8.16 eV
**Energy relative to the best compared isomer or geometry (same formula, charge and spin)**: 35.3 kcal per mole
**LUMO**: 0.15028 Eh
**Total energy**: -794.5774 a.u.